Entry 1:
ORCA calculation (ωB97M-V/def2-TZVPD) on one molecule with the formula CH4N2O2S at a distorted geometry.

Summary:
F_max = 0.0555 hartree/bohr
net charge = 0
Kohn-Sham gap = 10.2235 eV
E_HOMO = -9.729 eV
energy relative to the best compared isomer or geometry (same formula, charge and spin) = 30.2 kcal/mol
DFT total energy = -19010.61254 eV

Element x y z (Å)
1 S 1.36399 -1.40745 -0.69037
2 O -0.89275 2.10044 -0.51064
3 O -0.41046 -0.60708 1.62985
4 N 0.14974 -0.23065 -0.60800
5 N -1.29038 1.16978 0.50966
6 C -0.41969 0.03151 0.58658
7 H 0.03793 0.43400 -1.32027
8 H -1.49175 1.54413 1.40561
9 H -1.76568 2.50686 -0.70855
10 H 2.32402 -0.67563 -0.11575

Entry 2:
ORCA calculation (ωB97M-V/def2-TZVPD) on a 2-piece molecular cluster, CH4N2O3 overall at a distorted geometry.

Summary:
F_max = 0.0975 hartree/bohr
net charge = 0
Kohn-Sham gap (spin up / spin down) = 8.1496 / 8.1436 eV
E_HOMO (spin up / spin down) = -8.697 / -8.690 eV
energy relative to the best compared isomer or geometry (same formula, charge and spin) = 92.9 kcal/mol
DFT total energy = -10218.39713 eV

Element x y z (Å)
1 O -0.58954 1.07033 0.93890
2 O -1.68398 0.08963 -1.38837
3 O 0.23389 -0.85780 -1.83297
4 N -0.55985 -0.22297 -1.09101
5 N 1.31321 0.16354 0.43129
6 C -0.00349 0.17800 0.24726
7 H 1.60212 0.36517 1.39567
8 H -0.68608 -1.60432 0.46969
9 H 1.81696 -0.66644 0.16882
10 H -1.44324 1.48486 0.66071

Entry 3:
ORCA calculation (ωB97M-V/def2-TZVPD) on a 2-piece molecular cluster, CH4N2O3 overall at a distorted geometry.

Summary:
F_max = 0.0343 hartree/bohr
net charge = 0
Kohn-Sham gap (spin up / spin down) = 6.5363 / 10.0424 eV
E_HOMO (spin up / spin down) = -7.788 / -10.767 eV
energy relative to the best compared isomer or geometry (same formula, charge and spin) = 95.0 kcal/mol
DFT total energy = -10218.30574 eV

Element x y z (Å)
1 O -0.19670 1.52386 -0.39436
2 O -2.53758 0.83493 0.19341
3 O -2.08403 -1.30485 -0.04198
4 N 0.37207 -0.69357 -0.79912
5 N -1.78160 -0.12115 -0.00651
6 C -0.43723 0.24012 -0.27860
7 H 0.09524 -1.64928 -0.60940
8 H -1.03798 1.98615 -0.14611
9 H 1.36056 -0.49214 -0.84263
10 H 0.24340 -0.08017 2.00820

Entry 4:
ORCA calculation (ωB97M-V/def2-TZVPD) on an isolated ion of composition CH4N2O3P and charge -1 at a distorted geometry.

Summary:
F_max = 0.0988 hartree/bohr
net charge = -1
Kohn-Sham gap = 8.6312 eV
E_HOMO = -4.429 eV
energy relative to the best compared isomer or geometry (same formula, charge and spin) = 14.3 kcal/mol
DFT total energy = -19517.27102 eV

Element x y z (Å)
1 P -0.58971 -0.27229 0.93316
2 O -1.64877 -0.13239 -1.63721
3 O 0.48380 0.80339 1.37519
4 O -1.89024 -0.38408 1.66308
5 N -0.73571 1.73211 -0.70903
6 N 0.26781 -1.65239 0.65733
7 C -1.12876 0.46224 -0.66060
8 H -1.13393 2.33263 -1.50259
9 H -0.79260 2.27185 0.10137
10 H -0.11138 -2.31529 -0.01246
11 H 1.26990 -1.58498 0.66236

Entry 5:
ORCA calculation (ωB97M-V/def2-TZVPD) on CH4N2O3S as an isolated structure at a distorted geometry.

Summary:
F_max = 0.0917 hartree/bohr
net charge = 0
Kohn-Sham gap = 9.7098 eV
E_HOMO = -9.230 eV
energy relative to the best compared isomer or geometry (same formula, charge and spin) = 109.6 kcal/mol
DFT total energy = -21054.84357 eV

Element x y z (Å)
1 S -0.01178 -0.22671 0.85331
2 O 0.47095 -0.67120 2.15050
3 O -1.01825 -0.80109 -1.09128
4 O 1.10893 -0.40898 -0.30057
5 N -0.16136 1.43173 1.09534
6 N -1.10150 -1.13340 0.29401
7 C 0.37525 -0.56112 -1.50057
8 H 0.45925 0.24279 -2.26272
9 H -0.85239 1.96294 0.66426
10 H -0.17975 1.70498 2.05371
11 H 0.91067 -1.53996 -1.95599

Entry 6:
ORCA calculation (ωB97M-V/def2-TZVPD) on CH4N2OS as an isolated structure at a distorted geometry.

Summary:
F_max = 0.1433 hartree/bohr
net charge = 0
Kohn-Sham gap = 9.1509 eV
E_HOMO = -8.997 eV
energy relative to the best compared isomer or geometry (same formula, charge and spin) = 108.2 kcal/mol
DFT total energy = -16960.49575 eV

Element x y z (Å)
1 S -2.38500 -0.06171 -0.39645
2 O 1.70395 -0.72910 -0.43711
3 N 1.49690 0.67786 -0.24730
4 N -0.66625 -0.20174 0.32523
5 C 0.26751 0.80266 -0.06750
6 H -0.01955 -1.06814 0.19434
7 H -2.83400 -0.27852 0.80388
8 H 2.77431 -0.82742 0.16392
9 H -0.33787 1.68612 -0.33899

Entry 7:
ORCA calculation (ωB97M-V/def2-TZVPD) on one molecule with the formula CH4N2OS at a distorted geometry.

Summary:
F_max = 0.1196 hartree/bohr
net charge = 0
Kohn-Sham gap = 7.5552 eV
E_HOMO = -7.626 eV
energy relative to the best compared isomer or geometry (same formula, charge and spin) = 95.2 kcal/mol
DFT total energy = -16961.05977 eV

Element x y z (Å)
1 S 1.17827 -1.52955 -1.05405
2 O 1.44843 -2.86855 -0.52084
3 N -0.26615 0.57720 -0.53517
4 N -0.98321 1.31072 0.36508
5 C 0.21613 -0.70814 0.05825
6 H -1.31634 0.81961 1.18296
7 H 0.37330 1.03945 -1.10800
8 H -0.46168 2.20275 0.53942
9 H -0.18875 -0.84350 1.07234

Entry 8:
ORCA calculation (ωB97M-V/def2-TZVPD) on CH4N2OS2 as an isolated structure at a distorted geometry.

Summary:
F_max = 0.1778 hartree/bohr
net charge = 0
Kohn-Sham gap = 7.8536 eV
E_HOMO = -9.361 eV
energy relative to the best compared isomer or geometry (same formula, charge and spin) = 237.1 kcal/mol
DFT total energy = -27789.62041 eV

Element x y z (Å)
1 S 1.87951 -1.10742 0.06230
2 S -2.34460 -0.08963 -0.00404
3 O 1.25178 2.12482 -0.30495
4 N 0.15639 1.14080 0.49752
5 N -0.78609 -0.86792 -0.44509
6 C 0.48718 -0.13567 -0.14310
7 H -0.70554 -1.98899 0.58571
8 H 2.11973 1.47388 0.53197
9 H -0.67388 1.19722 -0.56257
10 H -1.82841 0.37583 1.44398

Entry 9:
ORCA calculation (ωB97M-V/def2-TZVPD) on one molecule with the formula CH4N2P2 at a distorted geometry.

Summary:
F_max = 0.1537 hartree/bohr
net charge = 0
Kohn-Sham gap (spin up / spin down) = 8.0152 / 6.9721 eV
E_HOMO (spin up / spin down) = -8.805 / -7.715 eV
energy relative to the best compared isomer or geometry (same formula, charge and spin) = 91.9 kcal/mol
DFT total energy = -22654.52197 eV

Element x y z (Å)
1 P 1.89954 -0.02199 0.51652
2 P 0.46980 1.08117 -0.69173
3 N -0.89463 1.38294 0.26441
4 N -0.00512 -2.20983 -0.50100
5 C 0.67196 -0.63849 -0.51842
6 H -1.09636 2.38313 0.26573
7 H -1.72539 0.87483 0.00700
8 H -0.88134 -1.91540 -0.95622
9 H 1.56155 -0.93637 1.61372

Entry 10:
ORCA calculation (ωB97M-V/def2-TZVPD) on one molecule with the formula CH4N2P2 at a distorted geometry.

Summary:
F_max = 0.0567 hartree/bohr
net charge = 0
Kohn-Sham gap (spin up / spin down) = 6.8342 / 6.8378 eV
E_HOMO (spin up / spin down) = -6.648 / -6.649 eV
energy relative to the best compared isomer or geometry (same formula, charge and spin) = 59.7 kcal/mol
DFT total energy = -22655.92016 eV

Element x y z (Å)
1 P 1.58742 -1.25290 -0.39408
2 P 0.03621 -1.17332 0.95116
3 N -1.17129 -0.50655 -0.02257
4 N 2.45237 1.35236 0.54971
5 C 2.10954 0.37434 -0.02780
6 H 2.36296 1.92413 1.33021
7 H -1.79341 -0.29451 0.75871
8 H -1.54351 -1.40740 -0.49616
9 H 0.78273 -0.69005 -1.42103